No. 1
11
Properties=species:S:1:pos:R:3 method="wB97M-V/def2-TZVPD" s_squared=0.755 gap_ev="11.569 / 7.082" multiplicity=2 total_charge=+2 homo_energy_ev="-19.3317 / -19.3244"
C 0.107 0.729 -0.654
C -1.024 1.371 -0.806
H -0.770 2.417 -1.054
H 1.142 1.065 -0.720
H -2.015 0.932 -0.687
C 0.477 -1.190 0.736
O 0.678 -0.496 1.724
O 0.798 -2.421 0.820
Li 1.324 -0.012 3.119
O 0.026 -0.751 -0.418
Li -0.743 -1.644 -2.060

No. 2
16
Properties=species:S:1:pos:R:3 method="wB97M-V/def2-TZVPD" gap_ev=10.838 homo_energy_ev=-9.8148 smiles="CCCCC=O"
C -2.381 0.351 -0.042
C -1.117 -0.502 0.024
C 0.166 0.317 -0.094
C 1.421 -0.551 0.021
C 2.691 0.269 0.076
O 2.788 1.289 0.717
H -3.282 -0.267 0.038
H -2.404 1.082 0.774
H -2.441 0.904 -0.986
H -1.100 -1.060 0.971
H -1.140 -1.255 -0.776
H 0.176 0.844 -1.059
H 0.203 1.093 0.680
H 1.481 -1.279 -0.797
H 1.380 -1.129 0.956
H 3.561 -0.107 -0.503

No. 3
7
Properties=species:S:1:pos:R:3 method="wB97M-V/def2-TZVPD" gap_ev="6.278 / 8.482" homo_energy_ev="-9.8939 / -11.3904"
C -1.931 -0.801 0.253
N -1.845 -1.813 0.843
O 0.699 0.039 -1.471
O -2.102 0.239 -0.198
P 1.078 0.896 -0.375
Cl 0.943 -0.115 1.337
Br 3.159 1.555 -0.389

No. 4
24
Properties=species:S:1:pos:R:3 method="wB97M-V/def2-TZVPD" gap_ev=9.422 homo_energy_ev=-8.5194 smiles=Cc1ccccc1.CSC
C 0.088 -0.660 1.687
C -1.160 0.046 1.225
C -1.499 1.302 1.713
C -2.625 1.954 1.242
C -3.436 1.377 0.273
C -3.097 0.120 -0.198
C -1.964 -0.539 0.259
H 0.899 0.045 1.879
H 0.507 -1.268 0.891
H -0.048 -1.276 2.577
H -0.888 1.702 2.516
H -2.913 2.903 1.679
H -4.304 1.907 -0.077
H -3.703 -0.400 -0.922
H -1.587 -1.441 -0.207
C 2.944 -1.947 -0.616
S 3.113 -0.694 -1.881
C 2.178 0.677 -1.172
H 2.095 -2.625 -0.729
H 3.890 -2.477 -0.537
H 2.802 -1.528 0.392
H 2.599 1.578 -1.594
H 2.356 0.729 -0.099
H 1.109 0.633 -1.380

| no. | total energy (Ha) |
| --- | --- |
| 1 | -356.26321 |
| 2 | -271.73830 |
| 3 | -3618.85442 |
| 4 | -749.50435 |